[1]
{
  "formula": "C24H24IN6O2Y",
  "method": "wB97M-V/def2-TZVPD",
  "species": ["Y", "C", "C", "N", "N", "C", "O", "C", "C", "C", "C", "C", "C", "C", "C", "C", "C", "C", "N", "H", "H", "H", "H", "H", "H", "H", "H", "H", "H", "H", "H", "I", "C", "C", "C", "C", "C", "N", "H", "H", "H", "H", "N", "C", "N", "C", "C", "O", "C", "C", "H", "H", "H", "H", "H", "H", "H", "H"],
  "positions_angstrom": [[-1.181733, 0.402808, -0.636700], [1.540170, -0.807341, -4.285007], [0.703980, -0.125409, -3.260909], [0.117557, -0.714374, -2.279635], [0.264084, -2.069487, -2.123109], [-0.381770, -2.483029, -1.063644], [-1.069208, -1.662794, -0.293081], [-0.348560, -3.907321, -0.706715], [-1.089455, -4.359871, 0.384787], [-1.071199, -5.701557, 0.725548], [-0.312217, -6.593847, -0.019476], [0.428859, -6.146879, -1.106774], [0.412977, -4.808534, -1.453684], [0.479266, 1.342493, -3.306750], [1.076238, 2.143511, -4.264436], [0.827133, 3.509137, -4.261692], [-0.013354, 4.041351, -3.298740], [-0.566690, 3.181196, -2.368181], [-0.332038, 1.864421, -2.356652], [1.516325, -1.879383, -4.123933], [2.574338, -0.460480, -4.226974], [1.172379, -0.581724, -5.287523], [-1.680283, -3.656047, 0.954358], [-1.649894, -6.054440, 1.568267], [-0.298451, -7.642693, 0.245428], [1.017031, -6.846623, -1.684592], [0.983139, -4.450945, -2.298930], [1.724243, 1.701920, -5.006835], [1.284061, 4.146788, -5.006458], [-0.239740, 5.096890, -3.263865], [-1.232545, 3.562132, -1.600904], [-4.331703, -0.125673, -1.254586], [-4.208219, 1.563552, -0.010183], [-5.334532, 2.231368, 0.420602], [-5.142378, 3.329526, 1.248867], [-3.854000, 3.701093, 1.605854], [-2.792898, 2.962811, 1.122452], [-2.958948, 1.901424, 0.314651], [-6.322652, 1.910784, 0.125004], [-5.996637, 3.885467, 1.611863], [-3.673191, 4.547405, 2.252403], [-1.771110, 3.208579, 1.384157], [0.182873, 0.964930, 1.169301], [0.904954, 0.876061, 2.081058], [1.711132, 0.774909, 3.074414], [2.253316, 1.961129, 3.779722], [3.740272, 1.739505, 4.004959], [3.959737, 0.518327, 4.675031], [3.555637, -0.584019, 3.891945], [2.054617, -0.546042, 3.660436], [1.732437, 2.053248, 4.734016], [2.069481, 2.847733, 3.175398], [4.136616, 2.532197, 4.636289], [4.272995, 1.750773, 3.045874], [3.818399, -1.485876, 4.441032], [4.087295, -0.586404, 2.932332], [1.519802, -0.642509, 4.606449], [1.732060, -1.330169, 2.977472]],
  "atomic_forces_ev_per_a": [[0.028, -0.043, 0.145], [0.005, 0.000, -0.007], [-0.062, 0.009, 0.049], [-0.085, 0.024, 0.152], [0.038, -0.096, -0.037], [-0.006, -0.023, -0.004], [0.065, 0.033, -0.089], [-0.006, -0.009, 0.008], [0.006, 0.026, -0.015], [0.007, -0.011, -0.003], [-0.004, -0.004, 0.007], [0.007, 0.000, -0.013], [-0.017, 0.012, 0.012], [0.040, -0.042, 0.006], [-0.046, -0.005, -0.012], [0.003, -0.007, 0.006], [-0.006, -0.012, 0.008], [0.002, 0.026, -0.027], [-0.012, 0.107, -0.055], [0.010, 0.001, -0.007], [-0.001, 0.004, 0.006], [-0.002, -0.004, 0.000], [-0.002, -0.010, 0.009], [-0.001, 0.002, 0.002], [-0.004, 0.001, 0.004], [0.001, 0.001, 0.000], [0.004, -0.005, -0.002], [0.003, 0.020, -0.009], [0.000, 0.001, 0.000], [0.000, 0.001, -0.002], [0.005, -0.004, 0.006], [-0.018, 0.052, -0.033], [0.074, -0.098, -0.102], [0.012, 0.036, 0.027], [-0.019, -0.021, -0.012], [0.018, 0.000, 0.000], [-0.003, 0.004, 0.014], [-0.046, 0.043, 0.015], [0.002, -0.007, -0.004], [0.003, 0.003, 0.003], [-0.004, 0.002, 0.000], [0.002, -0.003, -0.003], [-0.025, -0.015, -0.028], [0.025, 0.032, -0.039], [0.008, -0.025, 0.027], [0.014, 0.011, -0.007], [-0.009, 0.002, 0.001], [-0.001, -0.001, 0.001], [-0.009, 0.000, 0.001], [0.002, -0.007, 0.000], [0.001, 0.000, 0.000], [-0.003, -0.002, 0.000], [0.004, -0.002, 0.002], [0.000, 0.001, 0.000], [0.003, 0.002, 0.002], [-0.001, -0.002, -0.001], [-0.001, -0.001, -0.001], [0.001, 0.001, -0.001]],
  "charge": 2,
  "e_homo_ev": -13.18,
  "e_tot_ha": -1743.63263,
  "largest_force_ev_per_a": 0.18,
  "relative_energy_kj_mol": 0.0
}



[2]
{
  "formula": "C6H5N3O3",
  "method": "wB97M-V/def2-TZVPD",
  "species": ["C", "C", "C", "C", "C", "C", "N", "N", "N", "O", "O", "O", "H", "H", "H", "H", "H"],
  "positions_angstrom": [[2.399884, 0.523512, -0.356089], [1.539498, 1.382025, -1.098435], [1.877127, -0.192300, 0.710623], [0.154874, 1.379997, -0.784233], [0.476903, -0.138525, 1.110233], [-0.447904, 0.449319, 0.033203], [0.183217, -0.364986, 2.345021], [-2.133616, -1.144829, 0.146105], [-3.298454, -1.378848, -0.556419], [-3.694175, -2.484464, -0.345029], [-3.711195, -0.490368, -1.246183], [-1.616080, 0.021556, -0.313000], [3.469361, 0.213962, -0.547984], [1.777972, 2.243477, -1.718443], [2.523782, -0.948073, 1.321371], [-0.469257, 1.941542, -1.513481], [0.968063, -1.012999, 2.812739]],
  "atomic_forces_ev_per_a": [[0.923, -1.888, 1.130], [-1.891, 0.907, 1.684], [1.218, -1.206, -0.681], [0.911, 0.752, -2.733], [0.111, 0.485, -0.207], [2.485, -0.932, 2.341], [0.464, -2.459, 0.552], [2.154, 0.458, 1.377], [1.258, 1.240, 0.102], [-1.151, -1.034, -0.196], [-1.460, 0.115, -0.989], [-1.896, -0.568, -0.293], [-1.247, 1.239, -0.268], [0.756, -0.723, -0.272], [-1.113, 1.703, -1.190], [0.242, -0.399, 0.823], [-1.763, 2.312, -1.182]],
  "e_homo_ev": [-9.50, -8.63],
  "e_tot_ha": -621.30421,
  "largest_force_ev_per_a": 3.54,
  "relative_energy_kj_mol": 892.6
}



[3]
{
  "formula": "C12H17Cl36IO4P4",
  "method": "wB97M-V/def2-TZVPD",
  "species": ["O", "P", "P", "I", "P", "P", "O", "O", "O", "H", "H", "H", "H", "H", "C", "Cl", "Cl", "Cl", "H", "C", "Cl", "Cl", "Cl", "H", "C", "Cl", "Cl", "Cl", "H", "C", "Cl", "Cl", "Cl", "H", "C", "Cl", "Cl", "Cl", "H", "C", "Cl", "Cl", "Cl", "H", "C", "Cl", "Cl", "Cl", "H", "C", "Cl", "Cl", "Cl", "H", "C", "Cl", "Cl", "Cl", "H", "C", "Cl", "Cl", "Cl", "H", "C", "Cl", "Cl", "Cl", "H", "C", "Cl", "Cl", "Cl", "H"],
  "positions_angstrom": [[-1.020420, 0.955735, -2.304647], [-2.252582, 0.632985, -1.524644], [-2.752880, 2.164066, -0.012100], [-2.078992, 4.265767, -1.116271], [-1.468127, 1.762063, 1.720341], [-1.838939, 3.513387, 3.016094], [-2.478376, 4.639244, 2.323564], [-2.940297, 2.935868, 4.081075], [-0.403978, 4.018504, 3.789831], [-3.333976, 0.691601, -2.455972], [-2.256552, -0.671089, -1.008462], [-0.107282, 1.753297, 1.320335], [-3.797154, 3.346405, 3.877692], [-0.239416, 4.936492, 3.507602], [-4.192543, -2.127096, 1.267250], [-5.163294, -3.299572, 0.375903], [-4.125586, -0.583640, 0.392310], [-4.837789, -1.886654, 2.887848], [-3.183123, -2.513772, 1.353175], [-1.438410, -1.885964, 5.362015], [-1.520067, -0.842146, 3.936214], [-2.241375, -1.131321, 6.740336], [-2.154377, -3.465598, 5.016366], [-0.395118, -2.034001, 5.613516], [-0.768203, 3.009265, 7.296814], [0.841919, 3.702444, 7.540389], [-1.160450, 2.932934, 5.580911], [-0.867594, 1.397391, 8.037000], [-1.493734, 3.651873, 7.781684], [1.551511, -0.761567, -2.677879], [1.182640, -2.295960, -1.871081], [2.700693, 0.179908, -1.723080], [2.179617, -1.051807, -4.302161], [0.631009, -0.188998, -2.760204], [-5.515224, 2.062927, 7.049781], [-3.805535, 2.130027, 7.480811], [-5.940894, 3.398212, 5.967512], [-5.905784, 0.511742, 6.304188], [-6.100662, 2.162155, 7.955552], [3.234608, -4.643860, -6.511784], [2.176783, -5.737567, -7.409921], [3.284784, -3.049951, -7.278836], [2.703738, -4.505418, -4.835770], [4.236030, -5.056366, -6.519400], [3.222894, -5.368242, -11.535974], [3.240919, -4.303439, -10.128638], [3.531564, -4.451914, -13.012922], [4.406691, -6.668751, -11.344460], [2.237619, -5.814077, -11.613482], [0.136056, 4.701068, 11.726533], [0.310789, 3.050918, 12.329338], [1.715895, 5.461663, 11.521838], [-0.761068, 4.714786, 10.205807], [-0.424354, 5.271763, 12.456419], [4.238481, 2.143815, 9.273655], [3.248015, 1.010305, 8.351323], [4.228332, 3.742678, 8.518130], [3.678668, 2.241689, 10.943812], [5.257772, 1.778211, 9.277728], [-1.027467, -4.324148, -11.829648], [-0.056008, -3.816962, -13.217108], [-1.850324, -5.848951, -12.172480], [-0.024036, -4.470415, -10.386401], [-1.778624, -3.565833, -11.646103], [2.565607, 1.622166, 3.310508], [0.833625, 1.317852, 3.486729], [2.874239, 2.673527, 1.923050], [3.227325, 2.332179, 4.783443], [3.057568, 0.672650, 3.138653], [3.391620, -1.478871, -15.627059], [3.003145, 0.222590, -15.897694], [5.005709, -1.645194, -14.931079], [2.184297, -2.236998, -14.583907], [3.380448, -1.986007, -16.583903]],
  "atomic_forces_ev_per_a": [[0.058, -0.202, 0.321], [1.907, 0.536, -1.996], [-0.815, 1.111, 0.683], [0.053, -0.762, 0.018], [0.211, -1.157, -0.391], [0.079, 1.899, -0.391], [0.159, 0.260, -0.410], [0.230, -0.187, -1.757], [-1.496, 0.182, -3.535], [-0.274, -0.105, 0.880], [0.122, 0.298, -0.008], [-0.539, 0.733, -0.288], [0.144, 0.145, -0.103], [-0.263, -0.134, -0.260], [-0.145, -0.184, 0.151], [0.091, 0.047, -0.014], [-1.042, -0.266, 0.814], [0.015, 0.032, -0.109], [-0.019, 0.065, 0.006], [-0.148, -0.005, 0.057], [-0.132, -0.124, 0.125], [-0.068, -0.286, -0.267], [0.084, -0.017, -0.016], [-0.042, 0.008, -0.010], [0.349, -0.467, -0.271], [0.042, -0.066, -0.137], [0.685, -1.357, 5.735], [0.422, 0.368, 0.286], [0.018, -0.030, -0.027], [-0.002, 0.121, -0.161], [-0.042, 0.013, 0.015], [-0.038, -0.016, 0.037], [-0.024, 0.053, 0.072], [0.045, -0.012, 0.091], [0.122, 0.010, -0.081], [-0.522, -0.133, 0.045], [-0.028, 0.006, 0.037], [0.006, 0.050, 0.040], [-0.008, 0.020, -0.062], [-0.155, 0.000, 0.057], [-0.032, -0.101, 0.261], [0.021, 0.039, 0.203], [0.072, -0.078, -0.061], [-0.038, 0.028, -0.039], [0.175, 0.077, -0.027], [0.289, -0.027, -0.449], [0.103, -0.380, 0.352], [-0.068, -0.026, 0.020], [0.031, 0.028, 0.007], [0.114, -0.090, -0.043], [-0.055, 0.058, 0.009], [-0.070, 0.007, 0.012], [-0.175, 0.153, 0.301], [0.019, -0.022, -0.037], [-0.132, -0.019, 0.021], [0.078, 0.008, 0.022], [0.061, -0.040, 0.001], [0.057, -0.007, -0.053], [-0.037, 0.034, -0.013], [0.006, -0.084, 0.009], [-0.227, -0.128, 0.144], [-0.006, 0.063, -0.002], [-0.172, 0.034, -0.051], [0.032, -0.028, -0.019], [0.061, 0.297, 0.041], [1.005, -0.632, 0.683], [-0.041, -0.090, -0.018], [-0.043, -0.072, -0.020], [-0.038, 0.038, -0.027], [-0.036, 0.089, 0.062], [0.010, -0.057, -0.035], [-0.043, -0.030, -0.046], [0.042, 0.489, -0.422], [0.002, 0.023, 0.040]],
  "e_homo_ev": -9.04,
  "e_tot_ha": -18998.34833,
  "largest_force_ev_per_a": 5.93
}